Here is a cluster of 14 separate species, C56H154N14O14 in total at a distorted geometry from the Open Molecules 2025 dataset. Energies are from ωB97M-V/def2-TZVPD.

```
238
Properties=species:S:1:pos:R:3:mulliken_charge:R:1
C -5.5467 -2.6716 -0.1579 0.408
C -6.6924 -3.5284 -0.6633 0.708
C -7.2528 -3.3077 -2.0730 -1.101
O -8.4223 -4.0601 -2.3238 -0.367
C -8.7671 -4.1373 -3.7116 -0.748
N -6.2247 -4.8624 -0.5557 -0.624
H -5.2275 -2.8541 0.8682 -0.767
H -5.8086 -1.6138 -0.1356 -0.259
H -4.6557 -2.6878 -0.7856 0.463
H -7.4708 -3.3586 0.0806 0.239
H -6.4876 -3.5645 -2.8056 0.470
H -7.4284 -2.2340 -2.1398 0.431
H -8.0331 -4.7059 -4.2828 0.292
H -8.8154 -3.0995 -4.0414 0.312
H -9.7622 -4.5660 -3.8306 0.256
H -5.9546 -5.0921 0.3900 0.032
H -7.0777 -5.3974 -0.6349 0.325
C -1.2781 3.2723 -2.9758 -1.424
C -0.9512 1.8260 -3.5919 1.849
C -1.4191 1.7041 -5.0571 -0.804
O -2.8371 1.8691 -5.0525 -0.109
C -3.3199 2.1441 -6.3375 -0.905
N 0.4707 1.6743 -3.5495 -0.429
H -0.9354 4.1117 -3.5809 0.376
H -0.8017 3.4545 -2.0125 0.074
H -2.3462 3.4881 -2.9528 0.362
H -1.5637 1.1263 -3.0233 -0.385
H -1.2851 0.6930 -5.4416 0.180
H -0.9308 2.4275 -5.7101 0.373
H -4.4066 2.1134 -6.2575 0.210
H -3.1113 1.3426 -7.0461 0.327
H -3.0850 3.1379 -6.7185 0.346
H 0.7637 1.6645 -2.5829 -0.350
H 0.7150 0.6961 -3.6091 0.133
C 2.3267 0.8001 0.1095 -0.631
C 1.4072 -0.4178 0.4319 2.234
C -0.0695 -0.1601 0.0500 -0.137
O -0.9139 -1.3199 0.2068 0.865
C -2.3285 -0.9451 0.1694 -0.260
N 1.9572 -1.5718 -0.3098 -0.219
H 3.3233 0.6480 0.5238 0.219
H 1.8372 1.6215 0.6329 0.277
H 2.3710 1.0264 -0.9558 -0.543
H 1.5370 -0.7094 1.4742 -0.870
H -0.0582 0.0497 -1.0195 -0.111
H -0.5078 0.7068 0.5444 -0.310
H -2.8835 -1.7734 0.6100 -0.621
H -2.6058 -0.7455 -0.8656 0.223
H -2.5376 -0.0351 0.7318 -0.017
H 1.3634 -2.3551 -0.0776 -0.382
H 2.8717 -1.7363 0.0861 -0.209
C -0.9490 -5.6529 2.3481 -1.831
C -0.8427 -4.6950 1.2275 1.580
C -1.7874 -4.8664 -0.0292 1.116
O -1.5428 -6.1100 -0.6307 -0.538
C -2.4562 -6.4162 -1.6652 -0.513
N -1.1455 -3.4727 1.8923 0.916
H -0.6413 -6.5934 1.8909 0.522
H -1.9786 -5.7850 2.6806 0.164
H -0.3168 -5.4680 3.2165 0.301
H 0.2086 -4.7324 0.9421 -0.774
H -1.5675 -4.1030 -0.7756 -0.639
H -2.8364 -4.7577 0.2465 -0.015
H -2.0598 -7.3113 -2.1444 0.325
H -2.4930 -5.6812 -2.4693 0.150
H -3.4379 -6.6412 -1.2483 0.176
H -0.8804 -2.7635 1.2239 -0.554
H -2.1268 -3.4301 2.1278 -0.342
C -4.7453 -2.8094 3.6448 -0.375
C -6.0854 -3.5497 3.7017 1.205
C -6.0458 -5.0659 3.6683 -1.142
O -5.4218 -5.5320 2.4775 -0.038
C -5.0471 -6.9153 2.2858 -0.819
N -6.7265 -3.1403 4.9309 -0.781
H -4.9905 -1.7483 3.5996 0.013
H -4.1099 -2.9834 2.7765 -0.691
H -4.0964 -2.9660 4.5066 0.500
H -6.7063 -3.1591 2.8955 -0.035
H -7.0856 -5.3911 3.6364 0.342
H -5.4775 -5.3634 4.5496 0.425
H -4.3975 -7.1104 3.1391 0.395
H -4.4506 -7.0812 1.3886 0.123
H -5.8598 -7.6279 2.4267 0.265
H -6.3866 -3.5308 5.7981 0.279
H -6.6420 -2.1425 5.0629 0.266
C 2.5945 7.5310 -0.9108 -0.989
C 4.1291 7.3040 -1.0821 0.366
C 4.5358 5.8046 -1.1503 -0.226
O 4.0696 5.0788 -0.0326 -0.436
C 4.2862 3.6741 -0.1311 -0.158
N 4.4755 7.8685 -2.3482 -0.672
H 2.3270 8.5838 -1.0020 0.459
H 2.2529 7.0831 0.0223 0.022
H 2.0291 6.9758 -1.6592 0.198
H 4.7679 7.7861 -0.3422 0.348
H 5.5972 5.6683 -1.3577 0.415
H 3.9844 5.4425 -2.0180 -0.143
H 3.5755 3.2558 -0.8439 0.100
H 4.0674 3.1334 0.7897 -0.273
H 5.3207 3.5747 -0.4599 0.544
H 4.0625 7.4029 -3.1436 0.150
H 4.3068 8.8534 -2.4954 0.240
C 5.3249 -1.6619 2.8358 -1.651
C 3.8544 -1.9829 3.0760 2.744
C 3.3835 -3.2494 2.3958 -1.146
O 3.7233 -3.1585 1.0225 -0.185
C 3.6010 -4.4670 0.3794 -0.664
N 3.7128 -2.1628 4.5033 -0.853
H 5.7585 -0.9137 3.4994 0.373
H 5.3733 -1.2264 1.8377 0.189
H 6.0188 -2.4985 2.9168 0.367
H 3.1901 -1.1912 2.7296 -0.935
H 2.3186 -3.4435 2.5243 0.040
H 3.9966 -4.0433 2.8224 0.701
H 2.5826 -4.8509 0.4382 0.141
H 4.2940 -5.1693 0.8428 0.314
H 3.7308 -4.2423 -0.6792 0.106
H 3.8762 -1.2289 4.8515 0.302
H 2.7447 -2.2761 4.7679 0.361
C 4.6308 6.7755 -6.2532 -1.593
C 3.9295 5.6765 -5.5050 0.505
C 4.8096 4.6845 -4.6811 -0.821
O 3.9868 3.6541 -4.1671 -0.336
C 4.6367 2.6526 -3.3751 -0.189
N 2.8946 6.2892 -4.6693 -0.663
H 5.3632 6.3299 -6.9263 0.396
H 5.0803 7.4964 -5.5703 0.294
H 3.9875 7.3586 -6.9121 0.394
H 3.3565 5.0707 -6.2070 0.387
H 5.4854 5.1518 -3.9649 0.316
H 5.5408 4.3415 -5.4131 0.495
H 5.2687 3.0855 -2.5997 0.372
H 5.3932 2.1595 -3.9856 0.582
H 3.8794 1.9764 -2.9782 -0.519
H 2.0507 6.5094 -5.1787 0.284
H 2.7044 5.4010 -4.2275 0.119
C -6.0197 1.8826 -2.8134 -1.933
C -6.1912 0.9751 -1.5736 0.876
C -5.3607 1.4964 -0.3565 -0.171
O -5.5131 0.6185 0.7299 -0.175
C -5.1589 1.2483 1.9310 -0.650
N -7.5840 0.8082 -1.3294 -0.683
H -6.2522 2.9474 -2.7957 0.391
H -6.6507 1.4665 -3.5988 0.508
H -5.0420 1.8193 -3.2911 0.265
H -5.7575 0.0281 -1.8947 0.072
H -5.6983 2.5128 -0.1537 0.508
H -4.3205 1.6148 -0.6601 -0.267
H -5.0488 0.6062 2.8049 0.047
H -5.9659 1.9462 2.1543 0.384
H -4.1964 1.7598 1.9193 0.160
H -7.5997 0.2082 -0.5171 0.338
H -7.9491 1.6905 -1.0003 0.320
C 3.3975 0.5967 8.0973 -1.082
C 4.0877 1.8369 7.5496 0.441
C 3.6693 2.2402 6.0704 -0.719
O 4.2494 1.4110 5.0787 -0.310
C 3.9317 1.7228 3.7152 -0.611
N 4.0312 2.9420 8.5257 -0.764
H 3.3280 -0.1466 7.3030 0.102
H 2.3926 0.8700 8.4191 0.231
H 3.9070 0.2104 8.9800 0.431
H 5.1526 1.6079 7.5887 0.291
H 4.1089 3.2220 5.8947 0.337
H 2.5919 2.4053 6.0566 0.229
H 2.8680 1.8235 3.4995 0.296
H 4.3678 0.9582 3.0723 -0.090
H 4.4064 2.6016 3.2788 0.589
H 4.4433 2.5332 9.3523 0.304
H 3.0536 3.0322 8.7631 0.288
C -0.5718 -2.5939 -3.1581 -0.954
C 0.8038 -2.3848 -3.8258 0.899
C 0.7795 -2.1728 -5.3453 -0.582
O 0.6234 -3.4619 -5.9133 -0.336
C 0.9230 -3.6265 -7.2344 -0.797
N 1.3495 -1.2098 -3.1649 1.384
H -1.1512 -3.4937 -3.3650 0.492
H -1.2199 -1.7615 -3.4319 0.069
H -0.5467 -2.7190 -2.0756 -0.337
H 1.4134 -3.2488 -3.5613 0.209
H 1.7014 -1.7767 -5.7711 0.435
H 0.0459 -1.4372 -5.6754 0.135
H 1.9596 -3.3406 -7.4131 0.286
H 0.3088 -2.9382 -7.8150 0.315
H 0.7068 -4.6459 -7.5541 0.250
H 2.2878 -0.9899 -3.4673 0.283
H 1.5260 -1.4540 -2.2009 -0.992
C 4.6788 -2.9670 -4.0119 -1.734
C 4.6827 -1.6161 -3.3706 2.810
C 6.1548 -1.2613 -2.9992 -1.145
O 6.2699 0.0270 -2.3515 -0.347
C 5.7977 0.0687 -0.9947 -0.791
N 4.2092 -0.5720 -4.2924 -0.428
H 5.3215 -3.6955 -3.5177 0.453
H 5.1273 -2.9509 -5.0052 0.456
H 3.6853 -3.4103 -4.0796 0.222
H 4.0353 -1.6182 -2.4937 -1.492
H 6.7932 -1.3245 -3.8804 0.307
H 6.5627 -2.0208 -2.3322 0.459
H 4.7631 -0.2680 -0.9279 0.107
H 5.8126 1.0639 -0.5503 0.334
H 6.2754 -0.6512 -0.3301 0.476
H 4.6314 0.3204 -4.0792 -0.131
H 4.4627 -0.7074 -5.2607 0.286
C 0.0150 -0.3111 3.9640 -0.292
C 0.2078 -1.1644 5.2153 0.606
C -1.1458 -1.4549 5.8945 -0.652
O -1.8182 -0.2545 6.3941 -0.350
C -0.9324 0.6223 7.0908 -0.583
N 0.8673 -2.3633 4.7759 -0.446
H -0.4858 0.6185 4.2345 0.645
H -0.5160 -0.8114 3.1542 -0.507
H 0.9863 -0.0048 3.5756 -0.167
H 0.9147 -0.6587 5.8730 0.207
H -0.9328 -2.2816 6.5722 0.431
H -1.8360 -1.9509 5.2121 0.032
H -1.5980 1.4111 7.4415 0.349
H -0.2091 1.1481 6.4676 0.131
H -0.4519 0.1353 7.9393 0.293
H 1.0655 -2.9021 5.6068 0.319
H 0.1515 -2.8133 4.2235 -0.220
C 0.5217 6.1129 2.7012 -1.423
C 0.5063 4.5388 2.4341 0.101
C -0.4553 3.9897 1.2512 0.530
O -1.8854 4.1110 1.6497 -0.475
C -2.6857 4.0121 0.4992 -0.426
N 1.8806 4.2402 2.0272 0.061
H -0.4450 6.5063 3.0156 0.389
H 0.6240 6.5085 1.6907 0.230
H 1.2754 6.4724 3.4017 0.408
H 0.3363 4.0585 3.3977 0.371
H -0.3613 2.9136 1.1057 -0.653
H -0.1353 4.3992 0.2931 0.275
H -2.5219 4.7856 -0.2511 0.441
H -3.7474 3.9287 0.7314 0.341
H -2.5625 3.0848 -0.0604 -0.055
H 2.5532 4.6745 2.6429 0.282
H 2.0627 4.6827 1.1378 -0.293
```

Calculated values
- HOMO: -8.472 eV
- 2S+1: 1
- Maximum force: 3.14 eV Å⁻¹
- Relative energy (zero: lowest compared OMol25 entry of this formula, charge and spin): 5.844 eV
- Kohn-Sham gap: 9.02 eV


Here is a structure of composition C56H36F3IInN3O5PS3 at a distorted geometry from the Open Molecules 2025 dataset. Energies are from ωB97M-V/def2-TZVPD.

```
109
Properties=species:S:1:pos:R:3:mulliken_charge:R:1
In -0.3551 -0.0663 -0.4523 3.010
I 1.1720 2.1928 2.2353 0.324
C 0.0976 2.0480 4.0587 -0.041
C -0.4264 3.2065 4.5676 -0.665
C -0.9410 3.2425 5.8695 -0.795
C -0.8416 2.1400 6.6667 -0.936
C -0.3148 0.9308 6.1665 0.862
C -0.1720 -0.1886 7.0085 -0.884
C 0.3581 -1.3540 6.5303 -1.218
C 0.6353 -1.4765 5.1673 -0.070
C 0.4571 -0.4295 4.2884 0.998
P 0.4118 -0.8976 2.4931 0.333
C 2.1055 -1.5513 2.3074 0.963
C 2.3911 -2.3083 1.1725 -0.424
C 3.6677 -2.8002 0.9637 -1.087
C 4.6797 -2.5156 1.8662 -0.830
C 4.4120 -1.7267 2.9712 -0.760
C 3.1341 -1.2414 3.1912 -0.705
C -0.5926 -2.4046 2.8262 0.243
C -0.2622 -3.6886 2.4224 -0.230
C -1.1348 -4.7381 2.6686 -0.651
C -2.3450 -4.5121 3.2989 -0.719
C -2.6794 -3.2304 3.7051 -0.601
C -1.8099 -2.1862 3.4754 -0.549
C 0.0882 0.8408 4.7965 0.084
H -0.4165 4.1088 3.9762 0.424
H -1.3645 4.1618 6.2467 0.398
H -1.1515 2.1793 7.7014 0.394
H -0.4876 -0.1065 8.0399 0.382
H 0.5075 -2.2023 7.1816 0.390
H 0.9617 -2.4346 4.7873 0.587
H 1.6094 -2.4907 0.4484 0.520
H 3.8766 -3.4017 0.0898 0.533
H 5.6783 -2.8961 1.7023 0.419
H 5.2033 -1.4797 3.6660 0.417
H 2.9408 -0.6135 4.0507 0.370
H 0.6756 -3.8797 1.9223 0.410
H -0.8645 -5.7383 2.3638 0.470
H -3.0340 -5.3295 3.4631 0.359
H -3.6283 -3.0446 4.1892 0.437
H -2.0796 -1.1848 3.7920 0.471
S 0.2408 2.0940 -4.8456 -0.368
C 0.6218 1.2411 -3.3849 -0.348
N -0.3671 0.7164 -2.7720 0.613
C -1.5546 0.9421 -3.4056 -0.944
C -2.8054 0.5154 -2.9785 0.815
C -3.9103 0.8531 -3.7262 -0.587
C -3.7840 1.5992 -4.8985 -0.574
C -2.5498 2.0272 -5.3462 -0.522
C -1.4380 1.6978 -4.5875 0.496
H 1.6320 1.1905 -3.0255 0.234
H -2.8818 -0.0939 -2.0893 -0.488
H -4.8858 0.5302 -3.3963 0.473
H -4.6687 1.8416 -5.4670 0.430
H -2.4448 2.6007 -6.2549 0.416
F 9.0924 0.8634 0.8405 -0.265
C 8.4253 1.9235 0.3265 0.899
F 9.1128 2.2907 -0.7670 -0.290
F 8.5964 2.9172 1.2222 -0.270
C 6.9886 1.6046 0.0661 0.361
C 6.1516 1.3909 1.1576 -1.181
C 4.8380 1.0364 0.9514 -0.067
C 4.3388 0.8777 -0.3460 0.328
C 5.1870 1.1031 -1.4325 -0.628
C 6.5044 1.4634 -1.2282 -0.773
C 2.9823 0.5028 -0.5028 0.597
C 1.8117 0.1894 -0.5401 -1.533
H 6.5389 1.4994 2.1590 0.409
H 4.1791 0.8670 1.7872 0.529
H 4.8132 0.9864 -2.4390 0.510
H 7.1613 1.6293 -2.0682 0.439
O -0.9679 -1.8700 -2.9145 -0.589
C -0.3182 -2.5114 -2.1056 -0.213
O -0.1026 -2.2200 -0.8947 -0.153
C 0.3774 -3.7809 -2.5758 -0.014
C -0.3407 -4.8644 -3.0763 -0.332
C 0.3252 -5.9936 -3.5150 -0.488
C 1.7157 -6.0241 -3.4726 -0.076
C 2.4441 -4.9330 -3.0034 -0.570
C 1.7681 -3.8180 -2.5509 -0.162
N 2.4164 -7.1922 -3.9123 0.995
O 1.7613 -8.1536 -4.2715 -0.633
O 3.6343 -7.1681 -3.9024 -0.627
H -1.4176 -4.8131 -3.1119 0.515
H -0.2054 -6.8570 -3.8900 0.478
H 3.5218 -4.9904 -2.9963 0.476
H 2.3088 -2.9597 -2.1771 0.625
C -6.3538 -0.3989 1.1502 -0.880
O -4.9810 -0.2261 1.4266 -0.118
C -4.0954 -0.7569 0.5648 0.133
S -4.5628 -1.6058 -0.7672 -0.349
S -2.5050 -0.4712 1.1062 -0.208
H -6.8889 0.0372 1.9929 0.238
H -6.6026 -1.4599 1.0492 0.349
H -6.6251 0.1078 0.2178 0.323
N -7.5840 6.4275 -2.1540 -0.562
C -6.6689 5.7754 -1.9172 0.050
C -5.5419 4.9882 -1.6138 0.646
C -4.5001 4.8516 -2.5385 -0.827
C -3.3895 4.1078 -2.2191 -0.226
C -3.2950 3.4739 -0.9745 0.475
C -4.3505 3.5928 -0.0615 -0.482
C -5.4594 4.3429 -0.3741 -0.763
C -2.1928 2.6480 -0.6746 0.270
C -1.2590 1.9172 -0.4175 -1.668
H -4.5782 5.3260 -3.5064 0.461
H -2.5854 3.9973 -2.9336 0.544
H -4.2853 3.0712 0.8832 0.570
H -6.2771 4.4360 0.3281 0.450
```

Calculated values
- HOMO: -5.313 eV
- 2S+1: 1
- Charge: -1
- Maximum force: 1.47 eV Å⁻¹
- Relative energy (zero: lowest compared OMol25 entry of this formula, charge and spin): 0.494 eV
- Kohn-Sham gap: 6.63 eV


Here is a structure of composition C56H37Cl3LaN6OS at a distorted geometry from the Open Molecules 2025 dataset. Energies are from ωB97M-V/def2-TZVPD.

```
105
Properties=species:S:1:pos:R:3:mulliken_charge:R:1
La -0.6026 -0.3014 0.3825 1.801
C -3.6208 6.9404 2.5280 -0.398
C -2.6186 7.0005 1.5705 -0.819
C -1.9462 5.8487 1.1934 -0.099
C -2.2569 4.6194 1.7744 -0.599
C -3.2557 4.5737 2.7450 0.024
C -3.9366 5.7236 3.1146 -0.870
C -1.5437 3.3877 1.3506 0.970
C -1.6778 3.0063 -0.0032 0.268
C -2.5500 3.6311 -0.9744 -1.452
C -2.3557 2.9768 -2.1484 -1.584
C -1.3452 1.9766 -1.9004 0.419
N -0.9897 1.9997 -0.5897 -0.309
C -0.6891 1.2309 -2.8927 2.003
C 0.5225 0.5466 -2.6867 0.189
C 1.4071 0.0899 -3.7322 -1.630
C 2.5269 -0.3640 -3.1186 -1.580
C 2.3019 -0.2351 -1.6919 0.345
C 3.2000 -0.6888 -0.6928 0.799
C 4.5433 -1.1358 -1.1385 0.336
C 5.0295 -2.4119 -0.8538 -0.217
C 6.2978 -2.7994 -1.2593 -0.885
C 7.1076 -1.9200 -1.9611 -0.511
C 6.6359 -0.6490 -2.2588 -0.871
C 5.3692 -0.2635 -1.8527 -0.216
C 2.9251 -0.7381 0.6810 0.152
N 1.7300 -0.4152 1.2587 0.965
C 1.8500 -0.6051 2.5886 0.129
C 0.9099 -0.1691 3.5685 0.660
C 0.6766 -0.9748 4.7689 1.207
C 1.2002 -2.2773 4.8606 0.037
C 0.9088 -3.1114 5.9235 -1.093
C 0.0700 -2.6907 6.9438 -0.410
C -0.4888 -1.4241 6.8627 -1.100
C -0.2057 -0.5920 5.7952 -0.441
C 0.2193 1.0622 3.3470 0.357
C -0.0109 2.1006 4.3306 -1.674
C -0.6296 3.1213 3.6870 -1.251
C -0.8136 2.6929 2.3186 0.413
N -0.2287 1.4714 2.1457 1.060
C 3.1834 -1.0725 2.8922 -1.874
C 3.8625 -1.1098 1.7169 -1.080
N 1.0810 0.3001 -1.4701 -0.180
C -1.3073 1.1990 -4.2433 -0.708
C -0.7302 1.7935 -5.3619 -0.171
C -1.3392 1.6958 -6.6045 -0.851
C -2.5298 0.9994 -6.7475 -0.380
C -3.1227 0.4192 -5.6344 -0.979
C -2.5211 0.5270 -4.3915 0.361
H -4.1645 7.8343 2.8071 0.371
H -2.3632 7.9482 1.1128 0.373
H -1.1700 5.8894 0.4401 0.462
H -3.5070 3.6208 3.1935 0.473
H -4.7256 5.6699 3.8545 0.380
H -3.2331 4.4423 -0.7811 0.532
H -2.8194 3.1636 -3.1041 0.527
H 1.2072 0.1327 -4.7898 0.621
H 3.4020 -0.7831 -3.5872 0.590
H 4.4008 -3.1126 -0.3188 0.440
H 6.6546 -3.7959 -1.0290 0.408
H 8.0994 -2.2237 -2.2717 0.376
H 7.2596 0.0471 -2.8060 0.386
H 5.0059 0.7314 -2.0755 0.505
H 1.8230 -2.6537 4.0633 -0.157
H 1.3150 -4.1156 5.9427 0.415
H -0.1715 -3.3454 7.7713 0.373
H -1.1783 -1.0889 7.6282 0.385
H -0.7126 0.3571 5.7488 0.455
H 0.3456 2.1024 5.3477 0.759
H -0.9161 4.0784 4.0913 0.620
H 3.5781 -1.2400 3.8825 0.680
H 4.9098 -1.3234 1.5775 0.620
H 0.1962 2.3438 -5.2523 0.545
H -0.8808 2.1700 -7.4640 0.374
H -2.9959 0.9133 -7.7214 0.376
H -4.0553 -0.1219 -5.7336 0.432
H -2.9785 0.0791 -3.5182 0.273
S -4.0989 -2.5118 -2.5800 -0.340
C -4.8661 -1.3891 -1.5395 -0.493
C -3.9786 -0.7094 -0.7629 -1.086
C -2.5985 -1.0555 -0.9552 -0.056
C -2.5123 -2.0207 -1.9207 0.948
C -1.3155 -2.5929 -2.5038 0.257
C -1.3365 -3.2672 -3.7360 -0.932
C -0.1664 -3.7718 -4.2598 -0.889
C 1.0114 -3.6161 -3.5427 -1.374
C 0.9459 -2.9422 -2.3362 -0.480
N -0.1659 -2.4305 -1.8239 0.647
H -5.9436 -1.3145 -1.5643 0.467
H -4.3134 0.0454 -0.0594 0.386
H -2.2744 -3.3789 -4.2620 0.417
H -0.1659 -4.2740 -5.2195 0.385
H 1.9549 -4.0000 -3.9067 0.529
H 1.8409 -2.8095 -1.7396 1.017
Cl 0.5044 -6.1360 2.0468 -0.120
C 1.6095 -4.9711 1.2895 0.755
Cl 2.9654 -4.6384 2.3808 -0.085
Cl 2.2333 -5.6542 -0.2320 -0.076
C 0.8773 -3.7511 0.9981 -0.533
N 0.2609 -2.8041 0.8063 -0.348
C -2.6213 -0.5304 2.8657 -0.604
O -1.6823 -1.1005 2.0415 -0.636
H -2.2509 -0.4218 3.9010 0.092
H -3.5405 -1.1407 2.9273 0.296
H -2.9410 0.4815 2.5382 -0.001
```

Calculated values
- HOMO (spin up / spin down): -3.809 / -3.816 eV
- 2S+1: 1
- Charge: -1
- Maximum force: 2.32 eV Å⁻¹
- Relative energy (zero: lowest compared OMol25 entry of this formula, charge and spin): 0.737 eV
- Kohn-Sham gap (spin up / spin down): 5.13 / 5.14 eV